Formula: C39H33N3O2P2V
Source: the OMol25 dataset
Level of theory: ωB97M-V with the def2-TZVPD basis set

As for the charge: +1. The value obtained for the HOMO energy (alpha / beta) is -10.458 / -10.715 eV. The value obtained for the gap between HOMO and LUMO (alpha / beta) is 7.1 / 7.3 eV. As for the multiplicity: 3. For the strongest force on any atom, the calculation gives 0.1217 hartree/bohr. The value obtained for the LUMO energy (alpha / beta) is -3.32 / -3.46 eV. The energy above the lowest of the compared OMol25 structures with the same formula, charge and spin is 37.0 kcal/mol.

```
80
C39H33N3O2P2V ωB97M-V with the def2-TZVPD basis set
V 0.31 0.20 -0.94
O 1.11 0.93 0.23
C 2.05 0.87 1.14
C 2.37 1.92 1.99
C 3.37 1.77 2.93
C 4.08 0.58 3.01
C 3.77 -0.48 2.19
C 2.74 -0.37 1.24
C 2.37 -1.44 0.39
N 1.46 -1.34 -0.55
N 1.22 -2.40 -1.31
C 0.32 -2.13 -2.22
O -0.17 -0.93 -2.22
C -0.06 -3.18 -3.16
C 0.54 -4.44 -3.05
C 0.21 -5.45 -3.93
C -0.73 -5.22 -4.93
C -1.33 -3.98 -5.04
C -1.00 -2.96 -4.17
H 1.81 2.84 1.89
H 3.59 2.59 3.59
H 4.88 0.49 3.73
H 4.32 -1.40 2.26
H 2.88 -2.40 0.48
H 1.27 -4.61 -2.27
H 0.69 -6.41 -3.85
H -1.00 -6.02 -5.61
H -2.05 -3.79 -5.82
H -1.46 -1.99 -4.26
C -3.39 2.68 -0.62
N -2.53 1.78 0.16
P -1.99 0.31 -0.51
C -3.37 -0.11 -1.60
C -3.22 -0.14 -2.98
C -4.32 -0.43 -3.78
C -5.56 -0.66 -3.19
C -5.70 -0.62 -1.81
C -4.60 -0.35 -1.01
C -2.10 -0.96 0.78
C -2.13 -0.74 2.15
C -2.02 -1.81 3.02
C -1.88 -3.10 2.52
C -1.87 -3.33 1.16
C -1.98 -2.26 0.28
P -1.22 2.44 1.10
C -2.22 3.68 2.01
C -2.79 3.20 3.18
C -3.67 3.98 3.90
C -3.98 5.26 3.46
C -3.38 5.75 2.31
C -2.50 4.97 1.58
C -0.26 3.40 -0.16
C 0.63 4.35 0.32
C 1.69 4.80 -0.45
C 1.89 4.28 -1.72
C 0.97 3.37 -2.24
C -0.10 2.94 -1.48
H -4.42 2.63 -0.24
H -3.43 2.42 -1.68
H -3.05 3.71 -0.53
H -2.25 0.07 -3.42
H -4.22 -0.47 -4.85
H -6.41 -0.88 -3.81
H -6.66 -0.81 -1.35
H -4.69 -0.31 0.07
H -2.23 0.28 2.52
H -2.03 -1.64 4.08
H -1.80 -3.93 3.21
H -1.78 -4.33 0.77
H -1.98 -2.43 -0.79
H -2.54 2.21 3.53
H -4.12 3.60 4.80
H -4.68 5.87 4.01
H -3.60 6.75 1.97
H -2.04 5.37 0.69
H 0.49 4.73 1.32
H 2.37 5.55 -0.06
H 2.75 4.57 -2.30
H 1.09 3.02 -3.26
H -0.87 2.31 -1.94
```